The following is a quantum chemistry calculation of a cluster of 23 separate species, C69H184O23 in total at a distorted geometry, from OMol25.

Summary:
Kohn-Sham gap (eV): 9.6
DFT total energy (Ha): -4469.7198
LUMO energy (eV): 0.418

Each line ends with the Mulliken charge.
Atoms and positions in Å:
C 3.588 3.004 1.641  -1.3133
C 2.553 1.923 2.077  1.7834
C 1.568 2.458 3.076  0.5286
O 1.868 1.499 0.886  1.8097
H 4.440 2.737 1.028  0.2835
H 3.942 3.536 2.528  0.5148
H 3.029 3.836 1.162  -0.3445
H 3.126 1.073 2.420  -1.3147
H 0.790 1.662 3.190  -0.7105
H 1.137 3.472 2.737  -0.6373
H 2.185 2.647 3.991  0.4880
H 1.324 0.769 1.199  -1.3283
C 1.258 6.412 0.827  -1.4669
C 1.464 5.598 -0.460  2.1140
C 0.506 4.480 -0.616  0.4196
O 1.419 6.494 -1.670  -0.4300
H 1.918 7.274 0.900  0.2887
H 1.423 5.663 1.643  0.2068
H 0.268 6.850 0.764  0.4213
H 2.474 5.209 -0.312  -0.9636
H -0.466 4.930 -0.607  0.3747
H 0.659 3.662 0.143  -0.6767
H 0.655 3.985 -1.575  -0.5197
H 2.235 7.002 -1.807  0.3218
C 1.033 -4.476 -0.615  0.6565
C 0.914 -5.809 -1.383  0.4601
C 1.992 -6.757 -0.968  -1.5594
O -0.410 -6.349 -1.129  -0.5250
H 1.132 -4.704 0.454  -0.3079
H 0.304 -3.664 -0.861  -0.5442
H 1.928 -3.958 -0.906  -0.0852
H 1.070 -5.507 -2.426  0.0712
H 1.681 -7.148 0.013  0.3391
H 2.953 -6.328 -1.028  0.2497
H 1.858 -7.671 -1.569  0.5303
H -0.388 -7.196 -1.623  0.3080
C -0.785 -3.899 -6.210  -0.7763
C -2.010 -4.232 -5.398  0.6959
C -2.243 -5.707 -5.335  -1.1203
O -1.699 -3.683 -4.080  0.1921
H -0.672 -2.831 -6.335  -0.1739
H -0.831 -4.378 -7.201  0.4313
H 0.072 -4.341 -5.730  0.1823
H -2.884 -3.671 -5.781  0.1211
H -2.239 -6.129 -6.353  0.4309
H -3.221 -5.925 -4.866  0.2801
H -1.434 -6.110 -4.632  0.0869
H -2.186 -4.242 -3.451  0.0278
C 5.208 -2.010 5.595  -1.6354
C 4.624 -0.774 4.916  2.4615
C 4.257 0.297 5.931  -1.1275
O 5.622 -0.355 3.898  -0.6359
H 4.613 -2.342 6.431  0.3185
H 6.233 -1.869 5.910  0.4463
H 5.292 -2.812 4.805  0.4007
H 3.724 -1.135 4.441  -0.9972
H 3.773 1.154 5.466  0.1641
H 5.178 0.532 6.521  0.4033
H 3.556 -0.197 6.729  0.2091
H 5.344 0.481 3.603  0.3225
C -1.959 4.484 2.818  -1.0619
C -2.866 3.397 2.210  0.9512
C -2.222 2.056 1.814  1.4254
O -3.920 3.128 3.073  -0.6649
H -2.603 5.284 3.161  0.6184
H -1.237 4.852 2.038  -0.1869
H -1.333 4.103 3.602  -0.1029
H -3.316 3.903 1.328  -0.2884
H -3.005 1.321 1.644  -0.7696
H -1.610 1.744 2.632  -0.4023
H -1.656 2.043 0.854  0.1331
H -4.607 2.603 2.610  -0.0746
C 5.119 6.540 -1.249  -1.3032
C 4.909 5.321 -2.170  1.1572
C 6.259 4.714 -2.565  -1.2656
O 4.161 4.467 -1.359  0.2062
H 5.658 7.400 -1.713  0.3652
H 5.599 6.187 -0.311  0.2803
H 4.142 6.930 -0.942  0.2134
H 4.340 5.615 -3.080  -0.1243
H 6.884 5.382 -3.165  0.4222
H 6.136 3.761 -3.137  0.2107
H 6.843 4.387 -1.622  0.2257
H 4.290 3.520 -1.640  -0.3554
C -4.123 -7.186 -1.237  -1.5998
C -4.019 -5.687 -1.066  0.2540
C -3.980 -5.148 0.370  0.4511
O -2.947 -5.202 -1.841  -0.2710
H -5.077 -7.594 -0.877  0.4425
H -3.278 -7.726 -0.775  0.2510
H -4.197 -7.428 -2.312  0.3242
H -4.935 -5.260 -1.522  0.3578
H -4.944 -5.449 0.830  0.6908
H -4.086 -4.084 0.301  -0.8736
H -3.074 -5.502 0.954  -0.3202
H -2.048 -5.551 -1.478  0.0837
C -6.900 2.165 3.460  -1.3587
C -7.058 1.559 2.056  1.3507
C -7.986 2.222 1.140  -1.7147
O -5.776 1.593 1.434  1.3071
H -6.710 3.270 3.445  0.4220
H -6.088 1.680 4.052  0.0253
H -7.837 2.045 3.980  0.3917
H -7.386 0.523 2.127  0.1666
H -8.988 2.288 1.633  0.3956
H -8.229 1.567 0.279  0.3293
H -7.674 3.238 0.835  0.2655
H -5.480 0.630 1.283  -0.2696
C -4.006 -2.597 4.953  -1.5173
C -5.053 -2.326 3.881  0.0338
C -5.415 -0.851 3.712  -1.0900
O -4.454 -2.578 2.551  -0.0575
H -4.502 -2.463 5.902  0.5467
H -3.090 -1.982 4.742  0.1557
H -3.735 -3.662 4.930  0.3392
H -5.958 -2.882 3.981  0.5604
H -4.491 -0.252 3.352  -0.0226
H -5.800 -0.441 4.626  0.6543
H -6.244 -0.685 3.038  0.1749
H -4.179 -3.496 2.541  -0.2350
C -3.164 2.878 7.239  -1.5323
C -2.279 3.090 6.066  0.8433
C -0.769 3.051 6.489  -1.3912
O -2.586 2.084 5.097  -0.5352
H -3.111 3.655 8.009  0.3866
H -2.897 1.891 7.662  0.2913
H -4.213 2.897 6.947  0.3307
H -2.466 4.006 5.555  0.3353
H -0.605 3.872 7.197  0.5100
H -0.187 3.228 5.570  0.1224
H -0.437 2.182 6.988  0.2780
H -3.168 2.488 4.453  0.1314
C -1.140 0.758 -4.235  -0.5661
C -1.038 0.841 -5.734  0.9928
C -2.116 1.686 -6.397  -1.5204
O 0.299 1.442 -6.068  -0.4163
H -0.118 0.424 -3.820  -0.3964
H -1.956 0.077 -3.987  0.4844
H -1.470 1.656 -3.858  0.3654
H -0.985 -0.164 -6.163  -0.3055
H -3.117 1.484 -5.951  0.3184
H -2.129 1.353 -7.414  0.5704
H -1.797 2.738 -6.426  0.2773
H 0.184 1.768 -6.987  0.1924
C 2.907 4.231 -6.460  -1.4803
C 2.995 3.398 -5.256  0.8701
C 2.014 3.716 -4.099  -0.5330
O 2.962 2.067 -5.674  -0.5490
H 3.592 3.792 -7.240  0.2938
H 3.043 5.301 -6.224  0.3875
H 1.913 4.178 -6.914  0.2678
H 3.969 3.429 -4.753  -0.0807
H 2.252 4.676 -3.649  -0.1550
H 2.138 2.962 -3.347  0.1881
H 0.951 3.768 -4.361  0.6279
H 2.049 1.780 -5.501  -0.0564
C -0.652 -5.804 5.739  -1.7193
C -0.662 -5.946 4.231  0.7860
C -2.008 -6.485 3.728  -0.9126
O -0.348 -4.669 3.748  -0.1129
H 0.241 -5.311 6.016  0.4424
H -0.761 -6.786 6.204  0.3811
H -1.268 -5.115 6.232  0.3430
H 0.046 -6.716 3.961  0.2909
H -2.189 -7.514 4.097  0.4428
H -2.115 -6.463 2.624  0.0411
H -2.847 -5.887 4.165  0.0567
H -0.188 -4.724 2.799  -0.1581
C 3.400 -2.487 1.804  1.9281
C 4.108 -3.543 2.579  0.5506
C 3.601 -4.956 2.306  -1.2701
O 5.507 -3.432 2.358  -0.6853
H 2.325 -2.377 2.023  -0.7100
H 3.523 -2.730 0.765  0.0530
H 3.834 -1.475 2.008  -0.7432
H 4.005 -3.291 3.667  -0.0357
H 2.558 -5.027 2.428  -0.1774
H 4.137 -5.579 3.044  0.5111
H 3.859 -5.320 1.266  0.0226
H 5.773 -2.589 2.706  0.3391
C -4.622 -1.572 -1.624  -1.0642
C -5.596 -1.086 -0.634  0.7730
C -6.602 -2.162 -0.286  -1.4294
O -4.895 -0.714 0.537  0.0402
H -5.074 -2.019 -2.441  0.7120
H -3.919 -2.292 -1.133  -0.2496
H -4.077 -0.746 -2.097  0.0569
H -6.136 -0.178 -0.870  0.4419
H -7.472 -1.882 0.311  0.3062
H -6.161 -3.047 0.188  0.0504
H -7.011 -2.601 -1.221  0.4519
H -4.798 -1.498 1.089  -0.6347
C -0.461 -0.974 6.313  -1.9425
C 0.136 -0.249 5.076  0.2866
C 1.189 -1.209 4.531  0.3454
O -0.896 0.007 4.145  1.6180
H 0.217 -0.801 7.186  0.4246
H -0.629 -2.039 6.174  0.1263
H -1.431 -0.522 6.524  0.4708
H 0.630 0.707 5.338  0.0089
H 0.919 -2.247 4.187  -0.3294
H 1.914 -1.468 5.340  0.6288
H 1.787 -0.843 3.753  -0.9723
H -1.503 0.687 4.571  -0.8368
C 2.477 -1.574 -3.204  1.5514
C 1.753 -2.261 -4.299  0.7313
C 2.153 -1.745 -5.661  -1.3576
O 1.918 -3.690 -4.303  -0.4422
H 2.105 -1.846 -2.189  -1.1296
H 2.325 -0.441 -3.200  -0.2344
H 3.516 -1.793 -3.363  -0.1882
H 0.698 -2.069 -4.184  0.0051
H 2.045 -0.644 -5.785  0.1202
H 1.714 -2.236 -6.557  0.2659
H 3.218 -1.807 -5.850  0.4066
H 2.927 -3.715 -4.309  0.3610
C 7.414 -4.816 -1.408  -1.7109
C 6.485 -3.595 -1.490  0.4553
C 5.831 -3.385 -2.893  -0.6466
O 5.448 -3.721 -0.525  -0.0226
H 8.273 -4.757 -2.105  0.4203
H 6.961 -5.731 -1.617  0.3902
H 7.828 -4.942 -0.409  0.4296
H 7.083 -2.714 -1.294  0.2505
H 5.503 -2.329 -2.836  -0.1706
H 5.037 -4.095 -3.107  0.1653
H 6.669 -3.421 -3.602  0.4760
H 5.842 -3.874 0.314  0.0561
C -1.527 7.774 -5.302  -1.6778
C -0.619 6.884 -4.478  1.4446
C 0.744 7.475 -4.468  -1.1706
O -1.129 6.731 -3.171  -0.6285
H -2.551 7.397 -5.293  0.3728
H -1.085 7.832 -6.310  0.4277
H -1.639 8.804 -4.877  0.3403
H -0.570 5.910 -5.009  -0.2653
H 1.501 6.765 -4.115  -0.1101
H 0.727 8.408 -3.875  0.3955
H 1.017 7.922 -5.389  0.5647
H -0.351 6.512 -2.586  0.2064
C -5.260 4.436 -1.127  -1.4843
C -3.837 4.571 -1.697  1.3673
C -3.207 3.320 -2.257  -0.4983
O -3.846 5.503 -2.718  -0.6294
H -5.339 3.607 -0.443  -0.0598
H -5.919 4.287 -1.970  0.4937
H -5.543 5.347 -0.600  0.3889
H -3.177 4.880 -0.850  -0.2276
H -3.494 3.125 -3.295  0.3926
H -3.454 2.462 -1.663  0.0244
H -2.154 3.403 -2.355  -0.1223
H -3.030 6.029 -2.701  0.4181
C 4.770 -0.067 -0.536  0.0508
C 4.950 1.110 -1.436  0.8796
C 5.465 0.727 -2.768  -1.3723
O 3.709 1.772 -1.602  0.8041
H 4.372 0.271 0.424  -0.8330
H 5.640 -0.623 -0.373  0.9107
H 4.023 -0.787 -0.918  -0.4308
H 5.674 1.816 -0.939  0.1153
H 4.837 -0.031 -3.181  -0.1985
H 6.423 0.252 -2.572  0.4826
H 5.523 1.472 -3.533  0.1956
H 3.196 1.918 -0.786  -0.7423
C -1.128 -2.541 1.160  -0.2338
C -0.130 -1.537 0.593  3.0626
C -0.648 -0.856 -0.651  -0.0964
O 0.039 -0.494 1.534  2.5510
H -1.870 -1.841 1.507  0.4286
H -0.686 -2.853 2.113  -1.0579
H -1.484 -3.332 0.475  0.4046
H 0.900 -1.901 0.400  -1.5311
H -0.616 -1.591 -1.477  -0.2007
H 0.017 -0.072 -0.996  -0.2586
H -1.658 -0.481 -0.534  -0.2494
H -0.684 -0.547 2.206  -1.7240

Forces on atoms 1 to 3 (eV/Å):
C -1.524 1.123 0.818
C 1.078 1.220 -2.207
C 0.138 0.669 0.343